Entry 1:
Below is a structure of composition C52H51CrN7O3SSi2Te in a non-equilibrium geometry, with properties calculated with ωB97M-V with the def2-TZVPD basis set.

Values from the calculation:
LUMO (alpha / beta), Ha: 0.082 / 0.082
Spin multiplicity: 4
HOMO energy (alpha / beta), eV: -5.437 / -5.536
Expectation value of S²: 3.791
Energy relative to the best compared isomer or geometry (same formula, charge and spin), kJ/mol: 184.2
E, eV: -133636.83271
Charge: -1

Atoms and positions in Å:
Te (-1.18382, 0.42888, 3.26862)
Cr (-0.78494, 0.62220, 0.50066)
S (2.93822, -0.94719, 3.37887)
Si (-0.62151, -0.05325, -2.81522)
Si (-0.04044, -2.89512, 0.41380)
O (3.77134, 0.11809, 3.88822)
O (2.14301, -1.70847, 4.32338)
O (-0.56971, 0.60559, -1.34597)
N (3.56714, 0.78303, 1.03662)
N (-2.77396, -0.13873, 0.51749)
N (-0.95862, -1.43501, 0.62503)
N (-3.36083, 7.64273, -0.41438)
N (6.54917, -4.38261, 0.20621)
N (1.88154, -0.34409, 2.31010)
N (1.29717, 1.19132, 0.68121)
C (-0.33514, -4.02469, -3.79912)
C (3.40304, 0.73469, -3.17104)
C (3.88951, 1.84065, 0.34404)
C (0.72951, 2.40527, 6.45061)
C (-1.34739, 2.57146, 5.17870)
C (-2.29975, -1.41597, 0.65385)
C (-4.08879, 0.15594, 0.50904)
C (-1.18083, 1.33099, -5.19118)
C (-3.05754, 1.12952, -3.74447)
C (-2.20284, 2.13794, 4.04338)
C (2.08306, 0.66188, -2.73178)
C (-1.70062, 0.90002, -3.98293)
C (-1.99824, 3.04450, -0.79016)
C (0.35084, 3.38160, 7.35697)
C (-3.82648, 1.81883, -4.64631)
C (-1.97127, 2.03640, -6.09032)
C (2.96525, 2.70970, -0.23057)
C (-2.57372, 4.27169, -0.93593)
C (-5.04709, -0.85026, 0.53353)
C (1.64636, 2.28478, -0.03878)
C (4.01478, -2.04245, 2.60863)
C (-2.69382, -3.57854, -3.81971)
C (-4.56446, -2.18090, 0.72776)
C (-1.28623, 2.75259, 0.39151)
C (-2.42209, 5.28220, 0.03802)
C (1.59532, -2.36948, -0.32437)
C (5.24373, -1.52238, 2.20174)
C (-2.96386, 6.58555, -0.22627)
C (5.75334, -3.60871, 1.01809)
C (2.26642, 0.51685, 1.35852)
C (-3.22755, -2.44005, 0.83295)
C (-1.62828, 5.03581, 1.15704)
C (-4.50108, 1.57382, 0.40391)
C (-1.80254, 3.47331, 6.13312)
C (-0.08292, -2.78129, -3.31152)
C (6.07802, -2.30443, 1.39169)
C (3.65151, -3.31928, 2.24896)
C (0.51422, 1.23830, 4.24593)
C (-1.61556, -4.40447, -4.18128)
C (0.17276, -3.72218, 2.04869)
C (1.54253, -0.59750, -4.65816)
C (-1.09561, 3.74314, 1.38674)
C (1.13612, 0.03578, -3.49464)
C (-0.97729, 3.86047, 7.19736)
C (-0.92413, -4.28089, -0.51892)
C (-2.42792, -2.31864, -3.28795)
C (-3.29614, 2.24069, -5.85940)
C (4.46377, -4.08196, 1.41055)
C (3.76440, 0.17876, -4.36169)
C (-0.06720, 2.07532, 5.37449)
C (-1.12083, -1.87849, -3.11314)
C (2.83589, -0.55382, -5.09717)
H (-2.29240, 2.91833, 3.28552)
H (1.99468, -3.03782, -1.10417)
H (0.85685, 2.80465, -0.53723)
H (-3.22171, 4.49376, -1.83461)
H (4.81415, 0.23263, -4.69588)
H (1.80518, 1.14542, -1.81543)
H (-1.47922, 5.83087, 1.86751)
H (5.49515, -0.51814, 2.50678)
H (-0.17677, -4.92180, -0.96563)
H (-1.62419, -3.93843, -1.31613)
H (-2.13727, 2.28391, -1.53016)
H (-1.79019, -5.37927, -4.58946)
H (1.10530, 1.82984, 3.50476)
H (7.45414, -4.04555, 0.01482)
H (3.25621, 3.57878, -0.77213)
H (7.02203, -1.88604, 1.01846)
H (-0.81632, -3.90042, 2.46648)
H (0.82071, -1.18043, -5.22979)
H (-1.55748, 2.42572, -7.03678)
H (-6.11751, -0.60467, 0.47747)
H (-2.80928, 3.91105, 6.11420)
H (-4.87430, 1.99307, -4.43959)
H (2.35394, -2.33488, 0.48428)
H (2.67841, -3.71770, 2.55363)
H (-0.47955, 3.51099, 2.30046)
H (0.75346, -3.14945, 2.77493)
H (-3.21144, 1.94242, 4.40491)
H (0.89273, 3.60629, 8.25779)
H (4.95916, 2.01452, 0.17661)
H (-3.98649, 2.27780, 1.08968)
H (4.13446, -5.07661, 1.13558)
H (-4.38291, 1.95692, -0.62762)
H (1.48083, -1.38308, -0.82861)
H (4.18645, 1.09761, -2.51416)
H (-2.89142, -3.47086, 1.01027)
H (1.11858, 0.38016, 4.60585)
H (-1.38174, 4.55335, 7.95761)
H (3.17312, -1.07880, -6.00862)
H (-0.17960, 1.11380, -5.46065)
H (-5.27717, -2.98047, 0.77537)
H (1.74699, 1.97172, 6.49904)
H (-1.54153, -4.80907, 0.21032)
H (-3.25858, -1.67141, -2.98263)
H (-3.55944, 0.81852, -2.80268)
H (-3.69895, -3.91982, -3.99828)
H (0.62688, -4.70795, 1.92706)
H (-3.96473, 2.73989, -6.57736)
H (0.52183, -4.67046, -4.02748)
H (-5.55428, 1.61409, 0.69340)
H (6.46770, -5.36869, 0.35342)
H (0.91862, -2.51381, -2.98483)

Atoms 1-2, force components in eV/Å:
Te 0.1 -0.3 -0.3
Cr 0.0 1.2 0.5

=====

Entry 2:
Below is a structure of composition C52H52F8IInO2PS, with properties calculated with ωB97M-V with the def2-TZVPD basis set.

Values from the calculation:
LUMO, Ha: 0.076
Spin multiplicity: 1
HOMO energy, eV: -5.038
Energy relative to the best compared isomer or geometry (same formula, charge and spin), kJ/mol: 21.1
E, eV: -114005.82243
Charge: -1

Atoms and positions in Å:
I (2.79181, -0.87905, -0.46803)
In (2.95450, 1.82532, -1.34148)
S (3.55299, 5.02062, 0.51862)
P (3.25977, 3.12714, 0.81454)
F (-5.05633, 4.65240, 3.53728)
F (1.21803, -4.64062, -4.14003)
F (-1.31246, 0.43866, -5.49825)
F (-2.84281, 3.03154, -0.73294)
F (-11.65615, 3.44556, 5.25361)
F (1.70397, -0.94571, 3.04201)
F (6.12179, -6.11198, -3.31178)
F (1.85488, -4.44649, 0.48049)
O (1.96904, 2.88545, 1.78440)
O (4.44145, 2.54161, 1.74931)
C (-4.46668, 6.91865, 3.74106)
C (3.00504, -6.41721, 1.02343)
C (3.75537, -3.82823, 3.74242)
C (-1.91752, -0.01273, 0.97231)
C (-4.18293, 8.22846, 1.74030)
C (-4.49507, 7.12013, 0.96636)
C (1.53060, -3.32217, -6.06190)
C (-7.72316, 4.58945, 5.39080)
C (-3.57032, -2.46263, -3.69382)
C (-3.36861, -0.23650, -4.59194)
C (-2.98245, 2.49093, 1.54089)
C (3.13960, -2.81348, 3.02468)
C (-9.93744, 4.62074, 6.34166)
C (6.90734, -5.61825, -2.33020)
C (0.01647, 4.66877, -1.17818)
C (-2.64936, 2.12849, 0.25329)
C (-4.17048, 8.12471, 3.12375)
C (1.53433, -3.44041, -4.68787)
C (6.60594, -4.37555, -1.81262)
C (4.06664, -7.65707, -0.74784)
C (-2.05419, -0.51850, -4.90449)
C (2.16903, -1.16531, -4.41663)
C (7.40138, -3.87996, -0.79096)
C (-4.77305, 5.83678, 2.94358)
C (2.08579, -2.05155, 5.06778)
C (-9.50760, 3.39486, 4.30102)
C (8.47064, -4.62270, -0.30856)
C (-2.78723, 1.56989, 2.55827)
C (2.31413, -1.94155, 3.70979)
C (3.57277, -6.75390, -1.68018)
C (2.15714, -1.00914, -5.79630)
C (-2.24401, -2.71434, -4.01907)
C (2.70875, -3.07512, 5.76669)
C (8.74534, -5.87085, -0.84869)
C (-8.17776, 3.78680, 4.35451)
C (-4.79803, 5.90773, 1.56754)
C (1.83812, -2.08481, -6.61263)
C (1.13479, 3.51609, -3.21846)
C (-1.47101, -1.73823, -4.62924)
C (-8.60419, 5.00302, 6.37991)
C (2.80210, -5.67632, -1.27327)
C (1.84199, -2.38671, -3.85108)
C (1.08633, 2.22123, -2.39750)
C (-2.25780, 0.31902, 2.27700)
C (-2.11327, 0.89463, -0.05892)
C (7.95820, -6.38336, -1.86996)
C (-4.12705, -1.22422, -3.97972)
C (2.54592, -5.52598, 0.07433)
C (0.78502, 4.82892, -2.48470)
C (-10.35820, 3.82264, 5.29876)
C (3.77275, -7.49205, 0.59829)
C (3.54421, -3.96504, 5.10816)
H (-0.43591, -1.91903, -4.87592)
H (-3.77714, 0.73927, -4.81688)
H (7.17666, -2.90998, -0.36803)
H (-2.09539, -0.39308, 3.07492)
H (-5.15795, -1.02007, -3.72122)
H (2.39547, -0.04833, -6.23190)
H (0.17106, 5.44195, -3.15297)
H (1.43346, -1.34210, 5.55885)
H (-8.25358, 5.62872, 7.19025)
H (-3.93917, 9.16905, 1.26576)
H (4.15361, -8.19589, 1.32722)
H (4.40949, -4.51755, 3.22328)
H (1.82309, -2.51508, -2.77635)
H (5.76087, -3.82025, -2.19713)
H (-0.42039, 5.62531, -0.87955)
H (4.03155, -4.76019, 5.65709)
H (2.42122, -4.95061, -1.97812)
H (4.68421, -8.48501, -1.07056)
H (-4.49449, 7.19204, -0.11274)
H (4.32646, 1.90395, -2.40911)
H (-4.45299, 6.81045, 4.81706)
H (-3.04176, 1.83923, 3.57511)
H (-1.84638, 0.66126, -1.08139)
H (4.16038, 1.70549, 2.13612)
H (2.53976, -3.17394, 6.83123)
H (-1.48218, -0.97909, 0.75482)
H (1.28342, -4.17612, -6.67825)
H (3.81048, -6.87585, -2.72723)
H (2.77740, -6.25164, 2.06808)
H (-1.79767, -3.67317, -3.78718)
H (-9.88475, 2.76808, 3.50456)
H (-4.16549, -3.22586, -3.21040)
H (3.29279, -2.69760, 1.95962)
H (9.57630, -6.45367, -0.47312)
H (2.14420, 3.62011, -3.63240)
H (-3.37303, 3.47906, 1.73911)
H (-0.80848, 3.97132, -1.31318)
H (1.82734, -1.96498, -7.68814)
H (9.08591, -4.23050, 0.48992)
H (2.42482, -0.33769, -3.76768)
H (-10.64314, 4.93137, 7.09993)
H (0.21893, 2.16146, -1.74150)
H (8.14689, -7.35598, -2.30383)
H (0.47914, 3.41990, -4.09240)
H (1.69357, 5.40606, -2.29714)
H (-5.03516, 5.02827, 0.98399)
H (1.52911, 2.06453, 1.53684)
H (-7.49152, 3.46516, 3.58266)
H (-3.91824, 8.98459, 3.72983)
H (-6.68551, 4.88854, 5.42451)
H (1.00396, 1.37347, -3.08547)
H (0.65992, 4.32215, -0.37054)

Atoms 1-2, force components in eV/Å:
I 0.0 0.0 0.1
In 0.0 0.1 -0.3

=====

Question: Which value of energy relative to the best compared isomer or geometry (same formula, charge and spin) does entry 2 give?
Answer: 21.1 kJ/mol